Computed, not measured: a 16-piece molecular cluster, C72H170N6O16 overall in a non-equilibrium geometry, with the ωB97M-V functional and the def2-TZVPD basis.

Last column: Löwdin charge in e.
Geometry (Å):
O 1.72 1.53 -2.40  -0.11
H 1.58 1.43 -3.41  0.06
H 2.57 2.07 -2.37  0.02
C 0.44 -4.96 4.60  -0.04
C -0.56 -5.16 3.47  -0.52
C -0.92 -6.63 3.33  -0.13
C -2.10 -6.88 2.37  -0.16
C -3.27 -6.11 2.93  -0.13
C -2.99 -4.61 2.97  -0.51
N -1.79 -4.40 3.81  -0.09
O -1.58 -3.04 3.87  -0.05
C -2.89 -3.96 1.58  -0.04
C -4.13 -3.82 3.55  -0.04
C 0.17 -4.65 2.20  -0.04
H -0.08 -4.84 5.51  0.05
H 1.01 -3.97 4.52  0.11
H 1.12 -5.83 4.63  0.10
H 0.04 -7.12 3.04  0.13
H -1.18 -7.02 4.30  0.11
H -2.40 -7.92 2.24  0.12
H -1.83 -6.52 1.43  0.07
H -3.47 -6.48 3.92  0.12
H -4.15 -6.36 2.46  0.10
H -2.55 -2.92 1.73  0.07
H -2.19 -4.46 0.80  0.08
H -3.85 -3.93 1.06  0.07
H -4.26 -2.75 3.60  0.08
H -4.93 -4.22 2.91  0.09
H -4.28 -4.24 4.58  0.10
H -0.18 -5.23 1.27  0.09
H 1.26 -4.80 2.32  0.09
H -0.05 -3.60 2.15  0.06
H -1.49 -2.94 4.83  0.06
C -2.04 -5.84 -6.05  -0.04
C -3.27 -5.12 -5.52  -0.47
C -4.52 -6.05 -5.59  -0.12
C -5.68 -5.55 -4.73  -0.18
C -5.21 -5.27 -3.33  -0.15
C -4.07 -4.23 -3.23  -0.53
N -3.04 -4.77 -4.06  -0.08
O -1.92 -3.89 -4.11  -0.07
C -4.51 -2.81 -3.63  -0.01
C -3.60 -4.31 -1.76  -0.05
C -3.45 -3.81 -6.39  -0.02
H -2.32 -6.18 -7.08  0.10
H -1.82 -6.75 -5.52  0.08
H -1.18 -5.16 -6.12  0.08
H -4.89 -6.13 -6.60  0.11
H -4.05 -7.00 -5.26  0.12
H -6.55 -6.18 -4.67  0.10
H -6.01 -4.65 -5.30  0.11
H -4.80 -6.26 -2.94  0.14
H -5.98 -5.04 -2.57  0.12
H -5.02 -2.43 -2.67  0.12
H -3.65 -2.28 -3.92  0.03
H -5.28 -2.72 -4.37  0.06
H -3.28 -5.36 -1.51  0.11
H -2.77 -3.67 -1.47  0.05
H -4.41 -3.93 -1.15  0.07
H -4.30 -3.20 -6.17  0.05
H -3.40 -4.13 -7.45  0.09
H -2.63 -3.12 -6.17  0.07
H -1.43 -3.96 -3.26  0.06
C 2.78 4.70 -3.38  -0.04
C 3.83 4.44 -2.32  -0.50
C 3.05 4.76 -0.97  -0.12
C 3.92 4.35 0.13  -0.21
C 4.24 2.89 0.09  -0.14
C 4.91 2.37 -1.19  -0.40
N 4.15 3.03 -2.36  -0.11
O 4.92 2.69 -3.52  -0.01
C 6.50 2.62 -1.24  -0.02
C 4.76 0.81 -1.27  -0.04
C 5.03 5.37 -2.49  -0.02
H 2.40 5.70 -3.45  0.09
H 1.94 3.98 -3.27  0.06
H 3.13 4.39 -4.39  0.07
H 2.89 5.85 -0.99  0.13
H 2.12 4.18 -0.98  0.11
H 3.49 4.50 1.11  0.09
H 4.82 5.00 0.10  0.13
H 3.26 2.41 0.15  0.11
H 4.76 2.47 0.96  0.12
H 6.70 3.39 -0.53  0.05
H 6.93 1.67 -0.78  0.09
H 7.02 2.84 -2.19  0.08
H 5.17 0.33 -0.32  0.09
H 3.74 0.43 -1.38  0.03
H 5.39 0.28 -2.02  0.10
H 5.34 5.40 -3.52  0.07
H 5.97 5.05 -1.92  0.10
H 4.91 6.40 -2.23  0.08
H 4.29 2.35 -4.15  0.07
C -1.31 -0.83 0.00  -0.03
C -1.86 0.52 0.39  -0.51
C -2.76 0.40 1.54  -0.15
C -1.94 0.10 2.78  -0.15
C -0.81 1.12 3.00  -0.11
C 0.08 1.34 1.75  -0.44
N -0.94 1.61 0.71  -0.09
O -0.33 2.10 -0.42  -0.06
C 0.78 2.70 1.96  0.00
C 1.15 0.27 1.46  0.00
C -2.77 1.00 -0.87  0.01
H -0.53 -0.78 -0.71  0.05
H -2.09 -1.52 -0.49  0.11
H -0.87 -1.36 0.88  0.06
H -3.46 1.28 1.65  0.14
H -3.46 -0.41 1.28  0.12
H -1.46 -0.88 2.80  0.08
H -2.56 0.00 3.71  0.13
H -0.21 1.01 3.92  0.10
H -1.26 2.03 3.29  0.08
H 0.72 3.10 2.94  0.05
H 1.87 2.61 1.86  0.06
H 0.47 3.45 1.15  0.11
H 1.89 0.33 2.28  0.07
H 0.82 -0.80 1.51  0.08
H 1.69 0.58 0.54  0.08
H -2.20 0.84 -1.79  0.05
H -3.08 2.08 -0.75  0.09
H -3.62 0.30 -0.89  0.08
H 0.22 1.49 -0.89  0.05
C 2.93 -5.70 -4.02  -0.03
C 2.12 -4.58 -3.35  -0.50
C 0.99 -5.11 -2.45  -0.11
C 0.41 -3.97 -1.56  -0.17
C 1.47 -3.58 -0.56  -0.13
C 2.66 -2.96 -1.31  -0.47
N 3.12 -3.92 -2.41  -0.05
O 4.11 -3.24 -3.18  -0.05
C 2.24 -1.61 -1.86  -0.06
C 3.83 -2.72 -0.41  -0.04
C 1.56 -3.66 -4.41  -0.03
H 3.77 -5.24 -4.48  0.06
H 2.39 -6.18 -4.88  0.09
H 3.13 -6.50 -3.29  0.09
H 0.29 -5.58 -3.08  0.09
H 1.29 -5.96 -1.81  0.13
H -0.42 -4.39 -1.07  0.07
H -0.02 -3.17 -2.17  0.10
H 1.76 -4.40 0.04  0.09
H 1.09 -2.77 0.09  0.11
H 2.96 -1.10 -2.46  0.06
H 1.28 -1.52 -2.40  0.07
H 2.12 -0.88 -1.06  0.05
H 4.73 -2.39 -0.89  0.07
H 3.64 -1.92 0.34  0.08
H 4.04 -3.66 0.18  0.11
H 2.19 -3.75 -5.35  0.11
H 1.50 -2.60 -4.08  0.07
H 0.58 -3.93 -4.72  0.05
H 3.69 -2.58 -3.76  0.09
C -1.18 -0.47 -4.36  -0.05
C -1.04 0.67 -5.33  -0.43
C -1.79 1.96 -4.73  -0.12
C -1.48 3.21 -5.51  -0.22
C -0.04 3.47 -5.69  -0.15
C 0.68 2.31 -6.43  -0.51
N 0.38 1.08 -5.60  -0.04
O 1.03 -0.09 -6.17  -0.02
C 0.26 2.29 -7.90  -0.03
C 2.14 2.57 -6.34  -0.05
C -1.89 0.20 -6.63  0.00
H -2.20 -0.58 -4.04  0.07
H -0.63 -0.27 -3.45  0.07
H -0.71 -1.40 -4.65  0.07
H -2.83 1.84 -4.54  0.11
H -1.38 2.18 -3.73  0.11
H -1.97 4.05 -4.98  0.12
H -1.97 3.21 -6.53  0.13
H 0.35 3.69 -4.69  0.10
H 0.17 4.36 -6.30  0.13
H 0.61 3.17 -8.48  0.10
H 0.77 1.47 -8.45  0.09
H -0.81 2.22 -8.02  0.04
H 2.29 3.64 -6.56  0.10
H 2.54 2.35 -5.30  0.08
H 2.73 1.92 -6.95  0.08
H -2.92 -0.02 -6.40  0.08
H -1.34 -0.69 -7.03  0.08
H -1.83 0.91 -7.45  0.04
H 0.52 -0.36 -6.91  0.04
C -5.78 4.89 0.18  -0.10
C -6.50 6.05 -0.45  -0.29
O -5.63 6.59 -1.54  -0.10
H -6.25 4.48 1.13  0.10
H -4.75 5.22 0.36  0.05
H -5.75 4.03 -0.57  0.10
H -6.64 6.82 0.26  0.09
H -7.47 5.80 -0.75  0.09
H -6.22 7.17 -2.03  0.07
C -0.69 -3.12 8.46  -0.08
C -1.89 -2.53 7.76  -0.29
O -1.56 -2.02 6.46  -0.10
H -0.26 -3.91 7.84  0.07
H -0.89 -3.52 9.46  0.08
H 0.04 -2.34 8.60  0.04
H -2.35 -1.78 8.39  0.11
H -2.67 -3.32 7.61  0.12
H -1.31 -1.09 6.58  0.05
C 4.03 2.82 5.58  -0.06
C 3.62 2.40 4.22  -0.34
O 3.51 3.40 3.26  -0.07
H 4.00 1.91 6.16  0.06
H 3.44 3.57 6.06  0.07
H 5.05 3.12 5.57  0.07
H 2.73 1.81 4.23  0.09
H 4.44 1.83 3.86  0.08
H 2.77 3.98 3.42  0.07
C -0.76 5.11 -1.91  -0.08
C -2.22 5.02 -1.49  -0.25
O -2.35 4.33 -0.22  -0.14
H -0.69 5.51 -2.93  0.07
H -0.21 4.16 -1.92  0.06
H -0.27 5.87 -1.27  0.09
H -2.70 4.34 -2.23  0.11
H -2.70 5.97 -1.42  0.10
H -1.63 3.67 -0.19  0.05
C -2.17 2.08 7.88  -0.09
C -0.91 1.99 7.05  -0.29
O -0.67 0.67 6.55  -0.13
H -2.02 1.48 8.84  0.09
H -3.08 1.66 7.47  0.08
H -2.40 3.07 8.24  0.07
H -0.08 2.41 7.64  0.12
H -1.17 2.60 6.17  0.09
H 0.08 0.72 5.92  0.05
C 4.83 -1.01 3.88  -0.09
C 5.71 -1.01 2.66  -0.31
O 5.97 0.34 2.32  -0.08
H 4.62 -2.09 4.19  0.11
H 3.98 -0.46 3.56  0.04
H 5.36 -0.47 4.64  0.07
H 5.22 -1.48 1.85  0.07
H 6.71 -1.54 2.87  0.14
H 6.81 0.69 2.54  0.08
C 1.12 8.82 3.59  -0.08
C 1.80 7.44 3.61  -0.31
O 1.61 6.58 2.50  -0.08
H 0.18 8.75 3.10  0.06
H 1.60 9.65 3.11  0.06
H 0.98 9.18 4.57  0.05
H 1.54 6.92 4.55  0.11
H 2.86 7.70 3.62  0.11
H 0.67 6.49 2.33  0.04
C 2.07 -0.37 7.92  -0.09
C 2.23 -0.97 6.51  -0.27
O 1.66 -0.05 5.57  -0.11
H 2.32 -1.22 8.60  0.08
H 0.97 -0.04 8.09  0.08
H 2.64 0.56 8.15  0.08
H 1.56 -1.88 6.52  0.11
H 3.24 -1.32 6.29  0.10
H 1.74 -0.34 4.67  0.06
C -1.68 4.70 4.09  -0.07
C -2.28 4.97 2.69  -0.27
O -1.34 5.69 1.88  -0.10
H -2.30 4.10 4.74  0.05
H -1.58 5.67 4.56  0.07
H -0.70 4.23 4.12  0.05
H -3.15 5.71 2.68  0.13
H -2.59 4.08 2.18  0.08
H -1.59 5.49 1.00  0.01

Results
Strongest force on any atom in hartree/bohr: 0.075
E_HOMO in eV: -8.1
Energy in Eh: -4377.218839
Kohn-Sham gap in eV: 8.72